[1]
A structure of composition C25H58FeGeN4O7P2Sb2Si3. Source: OMol25; level of theory: the ωB97M-V functional and the def2-TZVPD basis.

For the HOMO-LUMO gap (alpha / beta), the calculation gives 7.86 / 7.01 eV.

ORCA input file:
```
! wB97M-V def2-TZVPD RIJCOSX def2/J DEFGRID3
* xyz 2 5
Fe 0.401 -0.318 -0.305
C 2.642 4.233 -0.520
C 2.925 2.754 -0.725
O 4.196 2.557 -1.332
P 2.990 1.775 0.818
O 3.496 2.683 2.003
O 4.152 0.734 0.654
O 1.693 1.097 1.064
P 1.661 1.974 -1.799
O 2.151 0.414 -1.686
O 1.717 2.492 -3.164
O 0.297 1.892 -1.083
H 3.381 4.674 0.150
H 1.648 4.405 -0.129
H 2.705 4.739 -1.487
H 4.241 3.092 -2.137
H 2.887 3.351 2.346
H 4.974 1.104 0.294
H 2.213 0.024 -2.568
C -2.122 -2.720 -2.524
Sb -1.593 -2.281 -0.502
C -3.522 -2.412 0.408
C -0.980 -4.286 0.009
C -0.701 -4.499 1.461
C -1.760 -4.812 2.314
C -1.569 -4.985 3.674
C -0.295 -4.868 4.207
C 0.772 -4.598 3.368
C 0.593 -4.408 1.998
C 1.784 -4.137 1.146
Sb 2.170 -2.044 0.844
C 2.938 -1.685 2.794
C 3.950 -2.341 -0.296
H -3.151 -3.073 -2.558
H -1.459 -3.505 -2.877
H -2.012 -1.850 -3.167
H -4.128 -3.073 -0.210
H -4.010 -1.446 0.485
H -3.420 -2.844 1.399
H -0.147 -4.535 -0.645
H -1.842 -4.876 -0.309
H -2.748 -4.953 1.895
H -2.407 -5.235 4.310
H -0.127 -5.020 5.264
H 1.774 -4.560 3.777
H 1.725 -4.611 0.169
H 2.692 -4.494 1.632
H 3.840 -2.278 2.933
H 2.188 -2.001 3.519
H 3.167 -0.635 2.948
H 4.779 -2.554 0.377
H 4.184 -1.462 -0.889
H 3.787 -3.209 -0.935
C -4.126 0.231 -1.727
Si -2.935 1.680 -1.757
C -1.902 1.690 -3.318
C -4.031 3.191 -1.571
Ge -1.319 1.821 0.127
Si -1.256 1.056 2.526
C -1.437 -0.783 2.827
C -2.920 1.877 2.827
C 0.064 1.713 3.671
Si -1.253 4.277 0.456
C -0.732 5.034 -1.189
C 0.038 4.568 1.815
C -2.809 5.167 1.020
H -4.791 0.366 -2.583
H -4.754 0.251 -0.836
H -3.683 -0.757 -1.824
H -2.519 1.334 -4.145
H -1.020 1.053 -3.258
H -1.554 2.693 -3.563
H -4.951 3.009 -2.128
H -3.586 4.101 -1.964
H -4.317 3.367 -0.533
H -2.297 -1.195 2.309
H -1.620 -0.918 3.897
H -0.553 -1.377 2.586
H -3.685 1.608 2.096
H -2.840 2.964 2.857
H -3.283 1.545 3.802
H 1.071 1.447 3.357
H -0.127 1.231 4.634
H 0.004 2.787 3.826
H -0.054 4.434 -1.791
H -0.255 5.998 -0.999
H -1.614 5.237 -1.796
H 0.775 3.766 1.865
H -0.462 4.614 2.782
H 0.548 5.521 1.673
H -3.493 5.366 0.198
H -2.481 6.135 1.409
H -3.370 4.678 1.816
N 3.740 -2.925 -4.066
C 2.673 -2.859 -4.880
N 2.834 -3.105 -6.178
N 1.452 -2.543 -4.471
C 1.214 -2.251 -3.236
N 0.890 -1.985 -2.147
H 4.639 -3.230 -4.400
H 3.615 -2.860 -3.070
H 3.717 -3.371 -6.576
H 2.030 -3.034 -6.779
*
```



[2]
A cluster of 7 separate species, C25H60F6N5O9P2 in total. Source: OMol25; level of theory: the ωB97M-V functional and the def2-TZVPD basis.

For the HOMO-LUMO gap, the calculation gives 6.17 eV.

ORCA input file:
```
! wB97M-V def2-TZVPD RIJCOSX def2/J DEFGRID3
* xyz -1 1
N 13.861 -4.145 25.102
H 13.022 -4.561 25.480
H 14.583 -4.795 24.824
H 14.330 -3.554 25.773
H 13.626 -3.581 24.298
N 13.870 -3.337 21.176
O 13.225 -3.441 22.249
O 15.066 -3.510 21.070
O 13.180 -3.117 20.165
N 16.984 -5.845 25.369
O 16.630 -4.834 25.958
O 16.157 -6.290 24.582
O 18.097 -6.320 25.542
N 11.135 -6.119 25.588
O 11.342 -4.943 25.449
O 12.051 -6.955 25.591
O 9.983 -6.592 25.684
C 7.138 -0.762 26.136
C 6.978 -2.264 25.898
C 7.025 -3.122 27.189
C 8.448 -3.778 27.445
P 8.628 -4.243 29.182
C 7.895 -5.927 29.324
C 6.384 -5.982 28.921
C 5.737 -7.289 29.571
C 5.620 -7.187 31.088
C 10.295 -4.310 29.666
C 11.303 -5.069 28.782
C 12.632 -5.433 29.502
C 12.540 -5.800 31.006
C 7.861 -3.052 30.373
C 8.562 -1.566 30.290
C 7.906 -0.678 31.353
C 8.811 0.539 31.618
H 6.295 -0.499 26.774
H 6.909 -0.400 25.134
H 8.019 -0.329 26.610
H 7.811 -2.598 25.280
H 6.113 -2.589 25.320
H 6.341 -3.960 27.052
H 6.571 -2.621 28.043
H 9.331 -3.213 27.148
H 8.582 -4.611 26.755
H 8.169 -6.290 30.314
H 8.551 -6.494 28.663
H 6.225 -6.150 27.855
H 5.805 -5.093 29.175
H 6.217 -8.247 29.374
H 4.759 -7.485 29.131
H 6.629 -7.199 31.502
H 4.892 -7.947 31.370
H 5.225 -6.172 31.137
H 10.194 -4.648 30.698
H 10.816 -3.357 29.763
H 11.584 -4.484 27.906
H 10.825 -6.019 28.545
H 13.375 -4.644 29.390
H 13.055 -6.334 29.056
H 13.586 -5.999 31.240
H 11.895 -6.672 31.106
H 12.187 -4.920 31.545
H 7.832 -3.624 31.300
H 6.799 -2.974 30.139
H 8.337 -1.126 29.319
H 9.604 -1.566 30.611
H 7.939 -1.372 32.192
H 6.854 -0.509 31.123
H 9.879 0.447 31.814
H 8.410 1.056 32.490
H 8.712 1.196 30.755
C 7.367 -9.698 22.649
C 8.806 -9.465 23.271
C 9.849 -8.820 22.312
C 11.301 -8.906 22.869
N 12.387 -8.155 22.136
C 12.798 -8.900 20.769
C 14.277 -9.444 20.975
C 14.822 -8.607 22.028
C 13.707 -8.268 22.967
C 11.976 -6.646 21.889
H 7.394 -10.170 21.667
H 6.760 -8.794 22.611
H 6.720 -10.386 23.194
H 9.254 -10.414 23.567
H 8.826 -8.749 24.093
H 9.343 -7.855 22.298
H 9.757 -9.246 21.313
H 11.757 -9.884 22.714
H 11.344 -8.772 23.950
H 12.750 -8.184 19.949
H 12.104 -9.645 20.380
H 14.878 -9.332 20.073
H 14.403 -10.476 21.303
H 15.196 -7.695 21.561
H 15.688 -9.175 22.365
H 14.025 -7.450 23.613
H 13.513 -9.113 23.628
H 12.009 -6.062 22.808
H 10.939 -6.560 21.566
H 12.573 -6.123 21.141
P 13.446 -1.221 27.433
F 13.995 -1.615 25.860
F 14.445 -2.310 28.027
F 14.570 0.001 27.504
F 12.889 -0.717 28.789
F 12.497 -0.021 26.860
F 12.197 -2.272 27.275
*
```



[3]
A structure of composition C25H60N6NbO3P2S. Source: OMol25; level of theory: the ωB97M-V functional and the def2-TZVPD basis.

For the HOMO-LUMO gap, the calculation gives 5.97 eV.

ORCA input file:
```
! wB97M-V def2-TZVPD RIJCOSX def2/J DEFGRID3
* xyz -1 1
C 2.208 -2.644 -0.577
C 1.294 -3.744 -1.368
C -0.092 -3.032 -1.869
Nb -1.292 -2.093 -0.176
C -2.406 -4.012 0.336
C -2.543 -5.075 -0.864
C -3.414 -4.575 -2.120
S -2.855 -5.583 -3.621
O 0.882 -4.824 -0.487
C 1.788 -5.970 -0.608
C 1.614 -6.777 0.791
C 0.115 -7.041 1.203
C -0.209 -7.758 2.533
C 0.985 -8.203 3.457
C 2.462 -7.959 3.005
C 2.826 -7.230 1.654
H 2.098 -2.824 0.550
H 1.862 -1.572 -0.786
H 3.332 -2.757 -0.826
H 1.921 -4.071 -2.267
H 0.269 -2.161 -2.549
H -0.658 -3.792 -2.512
H -0.027 -2.473 1.085
H -0.494 -0.478 -0.484
H -2.577 -1.595 -1.372
H -2.232 -1.263 1.179
H -3.440 -3.710 0.756
H -1.861 -4.555 1.201
H -3.083 -6.003 -0.422
H -1.532 -5.452 -1.248
H -3.328 -3.463 -2.354
H -4.511 -4.878 -1.962
H -1.560 -6.024 -3.335
H 2.871 -5.662 -0.802
H 1.356 -6.678 -1.410
H -0.755 -6.700 0.530
H -1.304 -7.924 2.795
H 0.694 -8.699 4.444
H 3.267 -8.333 3.723
H 3.919 -7.051 1.340
O 2.894 0.864 -0.210
P 3.245 2.321 0.140
N 4.349 2.459 -1.150
C 5.790 2.420 -1.204
C 3.777 2.551 -2.488
N 3.975 1.863 1.638
C 5.385 1.931 1.958
C 3.430 0.656 2.278
N 3.562 4.006 0.559
C 4.429 4.975 -0.077
C 3.140 4.462 1.884
H 6.180 3.316 -1.705
H 6.149 1.546 -1.762
H 6.287 2.403 -0.244
H 3.270 3.516 -2.623
H 3.041 1.757 -2.659
H 4.527 2.464 -3.277
H 5.956 1.146 1.449
H 5.548 1.804 3.034
H 5.809 2.911 1.729
H 3.833 -0.257 1.829
H 2.340 0.634 2.203
H 3.662 0.637 3.351
H 5.473 4.835 0.221
H 4.152 5.999 0.197
H 4.354 4.959 -1.165
H 3.960 4.392 2.605
H 2.301 3.871 2.255
H 2.798 5.503 1.864
O -2.798 5.002 1.481
P -3.582 4.867 0.160
N -5.001 4.359 0.953
C -5.609 3.059 1.121
C -5.734 5.378 1.693
N -2.584 3.572 -0.392
C -2.988 2.188 -0.550
C -1.195 3.579 0.087
N -4.445 4.788 -1.378
C -5.821 4.434 -1.655
C -3.643 4.793 -2.602
H -6.652 3.076 0.779
H -5.609 2.747 2.172
H -5.147 2.259 0.559
H -6.200 6.093 1.001
H -5.068 5.939 2.359
H -6.529 4.962 2.316
H -3.095 1.682 0.415
H -2.245 1.627 -1.128
H -3.911 2.093 -1.128
H -1.115 3.177 1.101
H -0.784 4.593 0.075
H -0.548 2.981 -0.568
H -5.962 3.349 -1.664
H -6.139 4.806 -2.636
H -6.524 4.889 -0.956
H -3.446 3.774 -2.949
H -2.687 5.296 -2.445
H -4.145 5.333 -3.413
*
```



[4]
A structure of composition C25H61BeBr2FLiN7O2Si2. Source: OMol25; level of theory: the ωB97M-V functional and the def2-TZVPD basis.

For the HOMO-LUMO gap, the calculation gives 0.78 eV.

ORCA input file:
```
! wB97M-V def2-TZVPD RIJCOSX def2/J DEFGRID3
* xyz 0 1
C 0.072 1.023 -4.191
C -0.803 -0.214 -3.920
Br -0.035 -1.784 -4.775
C -0.745 -0.438 -2.423
N -1.552 0.568 -1.748
C -1.468 0.700 -0.443
N -2.181 1.617 0.271
C -1.749 1.483 1.517
C -2.106 2.225 2.751
C -0.955 3.215 3.098
C -1.440 4.646 3.268
C -1.604 5.438 1.988
C -0.321 5.725 1.209
N 0.878 5.988 2.083
N -0.811 0.513 1.623
N -0.637 0.001 0.361
H 0.830 1.043 -3.400
H 0.550 0.933 -5.156
H -0.545 1.916 -4.194
H -1.812 -0.105 -4.298
H -1.086 -1.430 -2.120
H 0.300 -0.335 -2.139
H -2.154 1.212 -2.230
H -3.025 2.776 2.606
H -2.236 1.490 3.535
H -0.250 3.201 2.258
H -0.434 2.857 3.977
H -2.369 4.654 3.825
H -0.720 5.187 3.872
H -2.306 4.970 1.299
H -2.004 6.400 2.295
H -0.496 6.633 0.649
H -0.119 4.969 0.431
H 1.614 5.339 1.832
H 1.276 6.866 1.772
H -0.302 0.175 2.420
H 0.014 -0.721 0.107
C -2.646 6.610 6.483
C -2.607 7.418 5.273
N -2.697 7.866 4.215
H -3.630 6.142 6.585
H -1.883 5.832 6.433
H -2.435 7.277 7.320
F -1.594 9.012 6.873
C 1.508 2.537 -1.188
O 2.079 2.060 -2.256
H 0.393 2.326 -1.053
H 1.947 2.151 -0.163
H 1.558 3.651 -1.067
O 3.740 -2.443 -5.333
H 3.957 -1.515 -5.471
H 2.825 -2.431 -5.040
Li 1.103 3.951 1.300
C -3.893 -2.100 -0.058
Si -4.342 -2.333 1.773
C -4.966 -0.615 2.369
C -2.741 -2.684 2.703
N -5.502 -3.496 1.796
Si -6.336 -4.077 3.173
C -7.339 -2.745 4.057
C -5.180 -4.869 4.434
C -7.549 -5.401 2.627
H -3.179 -1.279 -0.166
H -3.472 -3.005 -0.494
H -4.820 -1.882 -0.612
H -4.273 0.192 2.093
H -5.063 -0.610 3.456
H -5.959 -0.333 1.967
H -2.384 -3.687 2.471
H -2.886 -2.606 3.781
H -1.949 -1.972 2.428
H -6.703 -2.039 4.598
H -8.010 -3.198 4.791
H -7.951 -2.185 3.346
H -4.507 -5.580 3.951
H -5.761 -5.411 5.184
H -4.577 -4.128 4.965
H -7.027 -6.227 2.142
H -8.277 -4.991 1.924
H -8.096 -5.802 3.485
C 6.492 -4.301 -5.481
C 7.062 -3.513 -4.321
C 7.680 -2.154 -4.660
C 8.912 -2.186 -5.564
C 10.073 -3.031 -5.042
C 10.639 -2.531 -3.715
H 7.347 -4.612 -6.288
H 6.061 -5.243 -5.143
H 5.728 -3.741 -6.015
H 7.789 -4.128 -3.785
H 6.227 -3.338 -3.629
H 7.935 -1.654 -3.722
H 6.918 -1.529 -5.135
H 9.256 -1.157 -5.708
H 8.631 -2.547 -6.553
H 10.868 -3.022 -5.791
H 9.766 -4.075 -4.940
H 11.000 -1.505 -3.809
H 11.476 -3.152 -3.396
H 9.893 -2.558 -2.919
Be -5.873 -1.130 0.369
Br 7.974 -5.010 -7.857
*
```